P | C11H18N2O2 in the gas phase, computed with wB97M-V/def2-TZVPD.

Values from the calculation:
Structure (SMILES): CCCC[C@H]1CCC[C@@]12NC(=O)NC2=O
Spin multiplicity: 1
Highest occupied orbital energy in Eh: -0.367
LUMO in eV: 0.71
Kohn-Sham gap in eV: 10.7

Cartesian coordinates (Å):
C (-1.403, -3.326, 2.441)
C (-0.518, -2.315, 1.722)
C (-1.128, -1.893, 0.388)
C (-0.239, -0.972, -0.451)
C (-0.041, 0.420, 0.154)
C (1.107, 0.539, 1.179)
C (1.924, 1.781, 0.792)
C (1.007, 2.580, -0.131)
C (0.269, 1.493, -0.921)
N (1.032, 1.008, -2.044)
C (0.404, 1.148, -3.231)
O (0.784, 0.832, -4.324)
N (-0.826, 1.760, -2.936)
C (-0.994, 2.004, -1.605)
O (-1.949, 2.514, -1.081)
H (-0.961, -3.613, 3.393)
H (-1.529, -4.222, 1.838)
H (-2.386, -2.903, 2.633)
H (0.466, -2.757, 1.547)
H (-0.385, -1.441, 2.361)
H (-2.084, -1.397, 0.570)
H (-1.332, -2.792, -0.198)
H (0.729, -1.451, -0.610)
H (-0.714, -0.861, -1.430)
H (-0.979, 0.732, 0.622)
H (0.704, 0.651, 2.184)
H (1.730, -0.354, 1.170)
H (2.828, 1.493, 0.255)
H (2.225, 2.361, 1.663)
H (0.273, 3.146, 0.442)
H (1.548, 3.261, -0.786)
H (1.936, 0.580, -1.958)
H (-1.500, 1.994, -3.648)

Q | C11H18N2O2 in the gas phase, computed with wB97M-V/def2-TZVPD.

Values from the calculation:
Structure (SMILES): CC[C@](C)(OC(C)=O)N1C=CC=CN1C
Spin multiplicity: 1
Highest occupied orbital energy in Eh: -0.266
LUMO in eV: 0.85
Kohn-Sham gap in eV: 8.1

Cartesian coordinates (Å):
C (1.550, -1.516, 1.535)
C (0.954, -1.898, 0.292)
C (0.265, -0.824, -0.481)
C (-0.005, -1.196, -1.902)
O (1.052, 0.381, -0.306)
C (2.275, 0.654, -0.751)
C (2.846, 2.125, -0.432)
O (2.931, -0.155, -1.316)
N (-1.069, -0.433, 0.374)
C (-2.231, -1.068, -0.179)
C (-3.129, -0.503, -1.047)
C (-3.018, 0.939, -1.091)
C (-2.140, 1.566, -0.327)
N (-1.348, 0.890, 0.577)
C (-1.144, 1.388, 1.923)
H (1.802, -2.410, 1.988)
H (2.482, -0.922, 1.398)
H (0.933, -0.921, 2.126)
H (0.244, -2.641, 0.413)
H (1.634, -2.513, -0.364)
H (-0.374, -0.384, -2.551)
H (0.921, -1.503, -2.265)
H (-0.634, -2.091, -1.885)
H (2.539, 2.488, 0.609)
H (3.869, 2.075, -0.425)
H (2.630, 2.731, -1.264)
H (-2.207, -2.136, -0.087)
H (-4.005, -1.022, -1.397)
H (-3.589, 1.599, -1.739)
H (-1.979, 2.690, -0.362)
H (-0.158, 1.108, 2.218)
H (-1.387, 2.517, 1.990)
H (-1.955, 0.952, 2.689)

P is the most stable structure; the next one sits 5.719 eV above it.

P | 2 unconnected molecules or ions with the total composition C3H11NS, computed with wB97M-V/def2-TZVPD.

Values from the calculation:
Structure (SMILES): CSC.CN
Spin multiplicity: 1
Highest occupied orbital energy in Eh: -0.315
LUMO in eV: 0.72
Kohn-Sham gap in eV: 9.3

Cartesian coordinates (Å):
C (2.289, 3.282, 0.680)
S (2.484, 1.662, 1.555)
C (2.084, 0.734, 0.054)
H (2.487, 3.170, -0.387)
H (1.215, 3.560, 0.742)
H (2.763, 4.079, 1.252)
H (1.715, -0.235, 0.366)
H (2.897, 0.874, -0.667)
H (1.173, 1.130, -0.448)
C (-3.298, -2.627, -0.365)
N (-1.861, -2.981, -0.346)
H (-3.445, -1.537, -0.328)
H (-3.774, -2.971, -1.287)
H (-3.807, -3.004, 0.512)
H (-1.438, -2.099, -0.046)
H (-1.485, -3.038, -1.287)

Q | 2 unconnected molecules or ions with the total composition C3H11NS, computed with wB97M-V/def2-TZVPD.

Values from the calculation:
Structure (SMILES): CCN.CS
Spin multiplicity: 1
Highest occupied orbital energy in Eh: -0.332
LUMO in eV: 0.71
Kohn-Sham gap in eV: 9.7

Cartesian coordinates (Å):
C (-2.133, -0.962, -0.687)
C (-1.528, -1.361, 0.678)
N (-2.368, -0.751, 1.719)
H (-1.631, -1.171, -1.640)
H (-2.428, 0.078, -0.587)
H (-3.006, -1.630, -0.783)
H (-0.522, -0.925, 0.685)
H (-1.707, -2.427, 0.800)
H (-3.089, -1.440, 1.947)
H (-1.880, -0.768, 2.620)
C (3.913, 2.072, -1.037)
S (2.611, 1.574, 0.149)
H (4.780, 1.463, -0.785)
H (4.113, 3.140, -1.019)
H (3.612, 1.804, -2.069)
H (1.263, 1.305, 0.010)

P is the most stable structure; the next one sits 0.798 eV above it.

P | A molecular structure, C3H8NO2, computed with wB97M-V/def2-TZVPD.

Values from the calculation:
Net charge: -1
Spin multiplicity: 1
Highest occupied orbital energy (spin up / spin down) in Eh: -0.041 / -0.041
LUMO (spin up / spin down) in eV: 4.07 / 4.07
Kohn-Sham gap (spin up / spin down) in eV: 5.2 / 5.2

Cartesian coordinates (Å):
C (0.207, 1.153, -1.423)
C (-0.478, -0.585, 1.706)
C (0.480, 0.219, -0.252)
N (0.320, -1.591, -0.990)
O (0.493, -1.487, -2.272)
O (-0.439, 0.470, 0.773)
H (0.271, 2.196, -1.105)
H (0.924, 1.044, -2.237)
H (-0.654, 0.830, -2.002)
H (-0.776, -1.588, 1.343)
H (-1.345, -0.495, 2.398)
H (0.357, -0.768, 2.244)
H (1.440, 0.154, 0.277)
H (-0.662, -1.678, -0.704)

Q | 2 unconnected molecules or ions with the total composition C3H8NO2, computed with wB97M-V/def2-TZVPD.

Values from the calculation:
Net charge: -1
Spin multiplicity: 1
Highest occupied orbital energy in Eh: -0.154
LUMO in eV: 4.45
Kohn-Sham gap in eV: 8.7

Cartesian coordinates (Å):
O (-0.826, 0.872, -1.880)
C (0.189, 1.650, -1.749)
O (0.831, 1.965, -0.709)
H (0.529, 2.055, -2.731)
C (0.124, -1.585, 0.018)
C (-0.573, -0.519, 0.886)
N (0.438, 0.270, 1.559)
H (0.723, -2.288, 0.588)
H (-0.571, -2.154, -0.624)
H (0.750, -0.981, -0.679)
H (-1.327, 0.028, 0.268)
H (-1.148, -1.022, 1.671)
H (0.785, 1.012, 0.984)
H (0.074, 0.697, 2.398)

R | A gas-phase ion, C3H8NO2 (charge -1), computed with wB97M-V/def2-TZVPD.

Values from the calculation:
Structure (SMILES): [O-]CNCCO
Net charge: -1
Spin multiplicity: 1
Highest occupied orbital energy in Eh: -0.085
LUMO in eV: 3.81
Kohn-Sham gap in eV: 6.1

Cartesian coordinates (Å):
O (-1.134, -1.435, -1.170)
C (-0.487, -0.452, -1.696)
N (-0.501, 0.890, -0.981)
C (-0.282, 0.712, 0.436)
C (1.043, 0.114, 0.886)
O (1.013, 0.203, 2.367)
H (0.682, -0.697, -1.805)
H (-0.697, -0.100, -2.751)
H (0.160, 1.524, -1.428)
H (-1.052, 0.028, 0.803)
H (-0.489, 1.650, 0.969)
H (1.875, 0.675, 0.444)
H (1.165, -0.948, 0.687)
H (1.165, -0.705, 2.628)

Q is the most stable structure; the next one sits 2.415 eV above it.

P | A molecular structure, CH4N2P2, computed with wB97M-V/def2-TZVPD.

Values from the calculation:
Spin multiplicity: 1
Highest occupied orbital energy in Eh: -0.300
LUMO in eV: -0.53
Kohn-Sham gap in eV: 7.6

Cartesian coordinates (Å):
C (-1.506, -0.549, 0.552)
N (-2.180, -1.310, -0.024)
N (0.364, 1.263, -0.106)
P (2.426, -0.823, 0.192)
P (0.586, -0.343, -0.627)
H (-2.555, -2.118, -0.473)
H (-0.506, 1.349, 0.232)
H (0.723, 2.116, -0.659)
H (2.647, 0.416, 0.912)

Q | CH4N2P2 in the gas phase, computed with wB97M-V/def2-TZVPD.

Values from the calculation:
Spin multiplicity: 1
Highest occupied orbital energy (spin up / spin down) in Eh: -0.317 / -0.317
LUMO (spin up / spin down) in eV: -0.69 / -0.69
Kohn-Sham gap (spin up / spin down) in eV: 7.9 / 7.9

Cartesian coordinates (Å):
C (-0.701, -1.368, -0.011)
N (2.115, -1.121, 0.800)
N (-2.438, 0.781, 0.125)
P (0.944, -0.905, -0.205)
P (-2.274, -0.952, 0.140)
H (2.968, -1.025, 0.409)
H (-3.345, 1.330, -0.052)
H (-1.747, 1.483, 0.568)
H (1.186, -1.252, -1.498)

P is the most stable structure; the next one sits 0.385 eV above it.

P | 2 unconnected molecules or ions with the total composition C3H9N5, computed with wB97M-V/def2-TZVPD.

Values from the calculation:
Net charge: +2
Spin multiplicity: 3
Highest occupied orbital energy (spin up / spin down) in Eh: -0.627 / -0.698
LUMO (spin up / spin down) in eV: -10.40 / -12.77
Kohn-Sham gap (spin up / spin down) in eV: 6.7 / 6.2

Cartesian coordinates (Å):
C (0.730, -1.467, -1.302)
C (-1.387, 0.369, 0.361)
C (0.964, 1.051, 0.159)
N (-0.490, -1.401, -0.952)
N (1.691, -1.075, -0.466)
N (-0.488, 1.343, 0.060)
N (-1.276, -0.967, -0.141)
N (1.380, -0.187, 0.544)
H (1.076, -1.902, -2.294)
H (-1.591, 0.208, 1.454)
H (-2.410, 0.600, 0.036)
H (1.380, 1.295, -0.961)
H (1.367, 1.857, 0.871)
H (2.562, -1.677, -0.389)
H (-0.733, 2.339, -0.243)
H (-3.648, -1.961, -1.362)
H (1.598, -0.304, 1.592)

Q | A gas-phase ion, C3H9N5 (charge +2), computed with wB97M-V/def2-TZVPD.

Values from the calculation:
Net charge: +2
Spin multiplicity: 3
Highest occupied orbital energy (spin up / spin down) in Eh: -0.543 / -0.730
LUMO (spin up / spin down) in eV: -8.35 / -12.72
Kohn-Sham gap (spin up / spin down) in eV: 6.4 / 7.1

Cartesian coordinates (Å):
C (1.492, 1.916, -1.200)
C (0.345, -0.426, -0.921)
C (-0.968, -0.529, 1.247)
N (0.850, 1.147, -0.473)
N (-1.947, -1.201, 1.827)
N (-0.624, 0.693, 1.523)
N (0.980, -0.856, -1.953)
N (-0.426, -0.993, -0.032)
H (1.643, 2.897, -0.650)
H (1.800, 1.949, -2.235)
H (-2.264, -0.762, 2.659)
H (-2.118, -2.157, 1.569)
H (-0.815, 1.198, 2.320)
H (0.183, 1.243, 1.078)
H (1.736, -0.244, -2.220)
H (0.971, -1.885, -2.281)
H (-0.840, -1.990, -0.258)

Q is the most stable structure; the next one sits 4.152 eV above it.